# C38H42NO3SbSiSn

C38H42NO3SbSiSn as an isolated structure (the ωB97M-V functional and the def2-TZVPD basis, OMol25).

Last column: Löwdin charge in e.
CARTESIAN COORDINATES (ANGSTROEM)
Sn  0.160  0.309  -0.218  1.299
C  2.582  0.665  -2.402  -0.189
Si  3.512  0.334  -0.824  0.443
C  4.481  -1.231  -1.072  -0.148
C  4.486  1.822  -0.288  -0.134
N  2.233  0.107  0.474  -0.140
C  2.495  -0.406  1.683  -0.286
C  3.801  -0.737  2.151  0.008
C  3.996  -1.180  3.429  -0.027
C  2.907  -1.346  4.298  0.005
C  1.612  -1.046  3.889  0.034
C  1.419  -0.584  2.610  -0.184
O  0.188  -0.280  2.088  -0.150
C  -0.943  -0.387  2.950  -0.281
C  -1.215  0.664  3.801  -0.016
C  -2.318  0.557  4.635  -0.037
C  -3.109  -0.585  4.601  -0.041
C  -2.800  -1.630  3.742  -0.040
C  -1.696  -1.541  2.902  -0.006
H  3.335  0.880  -3.167  0.065
H  1.931  1.540  -2.382  -0.010
H  2.023  -0.205  -2.754  0.041
H  5.001  -1.150  -2.030  0.053
H  3.809  -2.090  -1.146  0.053
H  5.234  -1.455  -0.320  0.035
H  5.188  2.097  -1.078  0.053
H  5.063  1.651  0.622  0.041
H  3.831  2.679  -0.112  0.024
H  4.643  -0.602  1.492  0.088
H  4.995  -1.408  3.775  0.127
H  3.071  -1.716  5.300  0.129
H  0.777  -1.183  4.561  0.135
H  -0.574  1.537  3.815  0.128
H  -2.556  1.363  5.316  0.122
H  -3.965  -0.664  5.257  0.120
H  -3.408  -2.525  3.733  0.122
H  -1.426  -2.347  2.232  0.137
C  -3.933  -1.484  -0.062  0.015
O  -2.491  -1.259  -0.143  -0.095
C  -2.093  -0.034  0.093  -0.631
O  -2.754  0.939  0.307  0.067
H  -4.074  -2.521  -0.340  0.105
H  -4.444  -0.818  -0.752  0.105
H  -4.265  -1.299  0.958  0.096
C  -2.322  3.524  2.283  -0.054
C  -2.702  4.251  1.026  -0.300
C  -3.859  5.021  0.983  -0.021
C  -4.228  5.712  -0.162  -0.041
C  -3.436  5.656  -1.297  -0.053
C  -2.275  4.898  -1.282  -0.118
C  -1.923  4.198  -0.132  -0.325
Sb  -0.066  3.198  -0.155  1.593
C  1.128  4.048  1.361  -0.333
C  1.848  3.177  2.177  -0.147
C  2.628  3.664  3.213  -0.064
C  2.685  5.034  3.427  -0.042
C  1.967  5.897  2.615  -0.018
C  1.168  5.433  1.571  -0.287
C  0.378  6.420  0.755  -0.035
C  0.805  3.756  -1.989  -0.362
C  1.936  4.567  -1.976  -0.118
C  2.534  4.937  -3.172  -0.053
C  1.994  4.496  -4.371  -0.040
C  0.875  3.676  -4.377  -0.022
C  0.267  3.279  -3.191  -0.339
C  -0.882  2.304  -3.224  -0.062
H  -3.005  3.770  3.095  0.094
H  -1.313  3.789  2.611  0.071
H  -2.366  2.446  2.124  0.050
H  -4.480  5.084  1.869  0.122
H  -5.134  6.303  -0.163  0.119
H  -3.710  6.204  -2.188  0.117
H  -1.642  4.881  -2.160  0.097
H  1.809  2.109  2.000  0.057
H  3.188  2.985  3.842  0.111
H  3.293  5.433  4.228  0.119
H  2.022  6.964  2.792  0.125
H  0.816  7.413  0.829  0.095
H  -0.651  6.482  1.116  0.094
H  0.336  6.156  -0.303  0.060
H  2.352  4.918  -1.039  0.099
H  3.408  5.575  -3.165  0.117
H  2.446  4.791  -5.308  0.119
H  0.469  3.331  -5.321  0.125
H  -1.369  2.301  -4.198  0.099
H  -1.651  2.524  -2.479  0.056
H  -0.519  1.281  -3.057  0.061

Properties
M ... 829.3 g/mol
E_LUMO (spin up / spin down) ... -0.2947 / -0.2674 hartree
Energy above the lowest of the compared OMol25 structures with the same formula, charge and spin ... 0.0 kcal/mol
HOMO (spin up / spin down) ... -0.488 / -0.507 hartree
Energy ... -2497.20807 a.u.
Total charge ... +2